{"formula": "C32H68O11SSi2", "method": "ωB97M-V with the def2-TZVPD basis set", "species": ["C", "C", "C", "C", "C", "Si", "C", "C", "C", "S", "O", "O", "O", "O", "Si", "C", "C", "C", "C", "O", "O", "H", "H", "H", "H", "H", "H", "H", "H", "H", "H", "H", "H", "H", "H", "H", "H", "H", "H", "H", "H", "H", "H", "H", "H", "H", "H", "H", "H", "C", "C", "C", "O", "C", "H", "H", "H", "H", "H", "H", "H", "H", "C", "C", "C", "O", "C", "H", "H", "H", "H", "H", "H", "H", "H", "C", "C", "C", "O", "C", "H", "H", "H", "H", "H", "H", "H", "H", "C", "C", "C", "O", "C", "H", "H", "H", "H", "H", "H", "H", "H", "C", "C", "C", "O", "C", "H", "H", "H", "H", "H", "H", "H", "H"], "coordinates": [[4.87380, 2.27239, -2.77565], [3.30773, 2.28139, -3.23639], [3.21495, 1.41321, -4.58407], [2.47794, 1.68730, -2.00030], [0.95911, 1.27609, -2.34748], [0.86429, -0.65252, -2.19736], [-0.97052, -1.10697, -1.90309], [-1.65333, -1.97290, -3.06867], [-2.23707, -1.12034, -4.29393], [-1.07393, -0.88500, -5.71406], [-0.20979, 0.35486, -5.54816], [-1.93424, -0.61417, -6.93815], [-0.15158, -2.23596, -6.06603], [1.55699, -1.33478, -3.63388], [2.94147, -2.36321, -3.27729], [2.35118, -4.15028, -3.75870], [3.53568, -5.22745, -3.78576], [4.04569, -5.72316, -2.34307], [3.06565, -5.41109, -1.13020], [3.55284, -4.78019, -0.15150], [1.70556, -5.81590, -1.02907], [5.40068, 1.33946, -3.15686], [5.35603, 3.23674, -3.14741], [4.87372, 2.27959, -1.63678], [2.95027, 3.33927, -3.45576], [4.00756, 0.58288, -4.61938], [3.33972, 2.15258, -5.46063], [2.20837, 0.90007, -4.74975], [2.45726, 2.46261, -1.13317], [3.01980, 0.74252, -1.61665], [0.23140, 1.73031, -1.57905], [0.62411, 1.59372, -3.38989], [1.60766, -0.99291, -0.97174], [-1.07770, -1.71661, -0.92975], [-1.59514, -0.15423, -1.73317], [-0.91812, -2.79083, -3.36996], [-2.55243, -2.51391, -2.58823], [-3.19479, -1.61942, -4.69202], [-2.51718, -0.09056, -3.90107], [0.05922, -2.75489, -5.25658], [4.12654, -1.93868, -4.01765], [3.12383, -2.32224, -1.82895], [1.99018, -4.04193, -4.85330], [1.43276, -4.45750, -3.15966], [3.22720, -6.15260, -4.38878], [4.44766, -4.78779, -4.33227], [4.15602, -6.86996, -2.38623], [5.10838, -5.33217, -2.15549], [1.20220, -4.96288, -1.06784], [1.03207, 4.35560, 2.84902], [1.34343, 5.57166, 2.00606], [1.83469, 4.94392, 0.71599], [1.15205, 3.69026, 0.57783], [0.49402, 3.38586, 1.81678], [0.32747, 4.55078, 3.65724], [1.95438, 3.96117, 3.28668], [0.42517, 6.13878, 1.81987], [2.07423, 6.24466, 2.45781], [2.90981, 4.73725, 0.75844], [1.63449, 5.56910, -0.15758], [-0.58305, 3.52350, 1.66650], [0.67804, 2.34325, 2.08451], [-0.13189, 0.50586, 6.40334], [1.13811, 1.05350, 7.01577], [1.93427, 1.45006, 5.78792], [0.98459, 1.82004, 4.77921], [-0.32325, 1.41810, 5.20761], [-0.98543, 0.51046, 7.08339], [0.03203, -0.52296, 6.06631], [0.90827, 1.94087, 7.61493], [1.66344, 0.33923, 7.65192], [2.51975, 0.60775, 5.40440], [2.61109, 2.28621, 5.97894], [-0.87832, 2.32197, 5.48291], [-0.84500, 0.92657, 4.38333], [0.71517, 7.04354, 7.61165], [1.02596, 8.26154, 6.77025], [1.51708, 7.63563, 5.47954], [0.83420, 6.38231, 5.34009], [0.17691, 6.07511, 6.57672], [0.00962, 7.23689, 8.42140], [1.63836, 6.64882, 8.04862], [0.10778, 8.82848, 6.58499], [1.75655, 8.93409, 7.22271], [2.59194, 7.42909, 5.52141], [1.31663, 8.26173, 4.60700], [-0.89971, 6.21224, 6.42706], [0.36158, 5.03135, 6.84174], [-7.18602, -2.80239, -2.97886], [-7.24626, -4.00179, -3.89885], [-5.83288, -4.05150, -4.44511], [-4.97395, -3.52624, -3.42225], [-5.78434, -2.91054, -2.41149], [-7.95820, -2.80049, -2.20787], [-7.28287, -1.88141, -3.56298], [-7.45400, -4.90559, -3.31674], [-8.00244, -3.91862, -4.68099], [-5.72637, -3.41678, -5.33113], [-5.51848, -5.06515, -4.70335], [-5.76328, -3.55587, -1.52601], [-5.36317, -1.93829, -2.14411], [-2.38922, -5.18042, 1.44361], [-3.67290, -4.45647, 1.10088], [-3.17369, -3.05910, 0.78948], [-1.84830, -3.20103, 0.25933], [-1.40413, -4.54724, 0.48135], [-2.45324, -6.26419, 1.33509], [-2.10064, -4.95595, 2.47556], [-4.12180, -4.90101, 0.20635], [-4.41534, -4.47509, 1.90033], [-3.10853, -2.44851, 1.69615], [-3.80541, -2.53974, 0.06461], [-1.40541, -5.06444, -0.48521], [-0.38327, -4.53835, 0.87071]], "forces_ev_per_a": [[-1.2, 0.9, 0.1], [0.8, -1.2, 0.4], [-0.5, 0.4, -0.3], [-0.3, 0.4, -0.2], [0.2, -0.1, 0.3], [-1.0, 2.2, -1.2], [-1.0, -0.6, -0.1], [-0.6, -0.1, 1.0], [-0.2, -1.3, 1.2], [-0.2, 5.5, -4.7], [-1.6, -4.2, 1.0], [1.8, -2.2, 3.4], [-1.5, 1.0, 1.3], [1.2, -1.2, 2.5], [-2.6, -0.1, -0.7], [0.3, 0.1, -1.3], [-0.1, -0.4, -0.1], [-0.5, -1.2, -0.5], [2.4, 2.3, 3.5], [-1.9, -2.2, -3.6], [1.4, 1.2, -1.5], [-0.6, 1.3, 0.5], [-0.3, -1.5, 0.4], [0.3, 0.0, -1.4], [0.5, -1.3, 0.4], [-1.0, 1.4, 0.0], [0.1, -1.4, 1.2], [1.3, 0.8, 0.3], [0.2, -1.4, -1.5], [-0.5, 1.5, -0.5], [1.1, -0.6, -1.1], [0.5, -0.3, 1.3], [0.1, -0.3, -0.1], [0.3, 0.9, -1.6], [1.0, -1.3, -0.3], [-1.0, 1.0, 0.1], [1.3, 0.7, -1.0], [1.7, 0.7, 0.3], [0.7, -1.1, -0.9], [0.0, 0.7, -0.3], [0.2, 0.0, -0.2], [0.4, 0.0, 0.2], [0.5, -0.2, 1.6], [1.3, 0.2, -0.7], [0.3, 1.4, 0.8], [-1.4, -0.6, 0.8], [-0.2, 1.6, 0.1], [-2.0, -0.3, 0.3], [0.4, -1.0, 0.4], [0.1, -0.2, 0.3], [-0.2, 0.4, -0.1], [0.2, -0.1, -0.2], [0.0, 0.2, 0.2], [-0.2, -0.2, -0.2], [0.1, 0.0, -0.1], [-0.1, 0.0, 0.0], [0.1, 0.0, 0.0], [0.0, -0.1, 0.0], [0.0, 0.1, 0.0], [0.0, -0.1, 0.0], [0.0, 0.0, 0.1], [0.0, 0.1, -0.1], [-0.2, -0.4, 0.0], [0.1, 0.2, 0.4], [0.2, -0.1, -0.3], [-0.1, -0.2, 0.3], [-0.1, 0.3, -0.2], [0.0, 0.0, -0.1], [0.0, 0.1, 0.0], [0.0, -0.1, 0.0], [0.0, 0.1, -0.1], [0.1, 0.0, 0.1], [-0.1, 0.0, -0.1], [-0.1, 0.0, 0.0], [0.1, 0.1, 0.0], [0.2, -0.2, 0.4], [-0.2, 0.4, -0.1], [0.2, -0.2, -0.2], [0.0, 0.2, 0.3], [-0.2, -0.1, -0.2], [0.0, 0.0, -0.1], [-0.1, 0.0, 0.0], [0.1, 0.0, 0.0], [0.0, 0.0, -0.1], [0.0, 0.1, 0.0], [0.0, -0.1, 0.0], [0.0, 0.0, 0.1], [0.0, 0.0, -0.1], [-0.2, 0.4, 0.0], [-0.2, -0.4, 0.0], [0.2, 0.1, -0.3], [-0.2, 0.1, 0.1], [0.2, -0.1, 0.2], [0.1, 0.0, 0.0], [0.0, 0.0, 0.1], [0.0, 0.0, -0.1], [0.1, 0.0, 0.0], [-0.1, -0.1, 0.0], [0.1, 0.1, 0.1], [0.0, 0.1, 0.1], [0.1, -0.1, 0.0], [0.2, -0.2, 0.4], [-0.4, -0.1, -0.2], [0.0, 0.3, 0.1], [-0.2, -0.4, 0.3], [0.2, 0.0, -0.3], [0.0, 0.1, 0.0], [0.0, -0.1, -0.1], [0.0, 0.0, 0.1], [0.1, 0.0, -0.1], [-0.1, 0.0, 0.0], [0.1, 0.0, 0.0], [0.0, -0.1, 0.0], [0.0, 0.1, 0.0]], "multiplicity": 1, "relative_energy_kcal_mol": 89.9, "e_homo_ev": -8.97, "orbital_gap_ha": 0.3445, "lumo_energy_ha": 0.0148}